No. 1
The following is a DFT calculation (ωB97M-V/def2-TZVPD) of a 10-piece molecular cluster, C18H46BO24 overall.

The calculation puts the HOMO energy (alpha / beta) at -0.359 / -0.337 Ha. As for the expectation value of S²: 0.755. Its spin multiplicity is 2. Its total charge is 0. As for the HOMO-LUMO gap (alpha / beta): 9.1 / 1.5 eV. For the strongest force on any atom, the calculation gives 4.12 eV/Å.

Structure (XYZ):
```
89
Properties=species:S:1:pos:R:3:forces:R:3:mulliken_charge:R:1
O 0.469 0.193 11.442 2.2 2.4 -0.3 -0.990
C 1.270 1.118 11.256 -2.1 -2.2 2.1 0.299
O 1.670 1.575 10.137 0.5 1.0 -2.5 -0.245
B 2.631 2.682 10.304 0.8 -0.1 0.4 1.258
O 2.847 2.781 11.755 -1.0 -0.5 0.0 -0.675
C 1.998 1.932 12.342 -0.1 -1.2 3.3 0.487
O 1.857 1.720 13.548 0.5 1.0 -2.9 -0.445
O 2.178 4.005 9.758 -1.3 -1.1 1.3 0.005
C 3.049 4.437 8.940 1.1 2.4 -2.5 0.616
O 2.996 5.525 8.340 -0.2 -1.9 0.9 -0.869
C 4.147 3.361 8.732 2.2 1.4 -2.9 0.298
O 3.900 2.395 9.575 -0.2 -0.1 0.0 -0.492
O 5.013 3.490 7.843 -2.6 -0.9 3.1 -0.659
O 4.355 6.877 5.964 -0.1 0.3 -0.1 -0.637
H 4.368 6.456 5.105 0.1 -0.1 -0.2 0.302
H 4.110 6.178 6.571 0.0 -0.3 0.5 0.356
O 7.746 4.460 7.183 0.4 0.0 -0.1 -0.621
H 6.880 4.059 7.108 -0.3 -0.2 0.1 0.399
H 7.572 5.353 7.479 0.0 0.2 0.0 0.297
C -0.389 -2.605 9.894 -0.1 -1.2 -0.9 0.118
C -1.379 -3.764 9.427 2.0 1.3 -3.1 -0.691
O -1.619 -4.619 10.442 -0.9 0.6 1.5 -0.471
O -1.134 -1.814 10.780 -0.3 -0.9 0.2 -0.615
H -0.087 -1.984 9.051 0.1 -0.3 -0.4 0.068
H 0.488 -3.098 10.314 0.1 0.3 0.3 0.296
H -1.082 -4.422 8.611 0.5 0.8 -0.5 0.379
H -2.160 -3.082 9.087 -1.2 -0.5 0.0 0.294
H -1.777 -3.865 11.015 -0.7 -0.7 2.4 0.375
H -0.511 -1.191 11.160 0.0 0.4 0.3 0.657
C 4.859 5.482 15.512 0.6 -0.2 1.5 -0.529
C 4.428 4.015 15.377 0.5 0.6 -0.3 0.100
O 4.475 3.671 13.995 0.0 -0.1 0.2 -0.542
O 6.164 5.816 15.053 -0.5 -0.6 -0.6 -0.544
H 4.966 5.669 16.580 -0.6 0.2 0.2 0.360
H 4.145 6.177 15.071 -0.4 -0.2 0.0 0.265
H 3.493 3.881 15.920 -0.7 0.1 -0.6 -0.016
H 5.052 3.324 15.945 0.7 0.2 -0.2 0.343
H 3.622 3.474 13.601 -0.1 0.0 0.3 0.301
H 6.107 5.646 14.110 0.5 0.0 -0.3 0.320
C 2.188 -0.609 16.048 0.4 -0.9 -0.3 -0.113
C 2.839 -1.575 15.005 -0.1 0.0 -0.5 -0.178
O 3.661 -2.655 15.562 -1.2 1.0 0.6 -0.591
O 3.108 -0.297 17.055 0.3 0.4 0.2 -0.535
H 1.286 -1.015 16.506 -0.1 -0.7 0.0 0.249
H 1.818 0.303 15.580 0.5 0.0 -0.4 0.007
H 3.488 -1.045 14.308 0.0 0.5 0.2 0.277
H 2.017 -1.963 14.404 -0.1 -0.4 0.0 0.265
H 4.098 -3.114 14.841 -0.1 0.2 -0.1 0.303
H 3.552 -1.132 17.222 0.3 -0.1 0.3 0.345
C 0.174 7.055 8.796 0.7 0.5 -3.9 -0.390
C -0.818 6.202 9.563 -0.3 -1.2 0.2 0.208
O -1.986 5.945 8.745 1.7 1.0 2.2 -0.441
O 0.353 6.389 7.473 -1.2 1.6 2.4 -0.379
H 1.127 7.455 9.142 0.1 -1.2 0.8 0.403
H -0.392 7.963 8.589 -0.4 0.1 -0.4 0.349
H -0.877 6.664 10.549 -1.4 0.3 -0.2 0.395
H -0.282 5.279 9.784 0.1 -0.5 -0.4 -0.107
H -1.570 5.740 7.904 0.0 -0.4 -0.7 0.363
H 1.244 6.033 7.474 1.3 -0.3 0.0 0.378
C 3.420 -1.361 9.119 -1.2 0.6 -2.2 0.129
C 4.822 -1.688 8.941 3.0 0.2 1.4 -0.554
O 5.141 -2.340 7.702 -1.1 0.1 0.4 -0.542
O 2.682 -2.552 9.061 -1.0 -0.2 0.4 -0.460
H 3.252 -0.707 8.263 -0.9 0.1 -0.5 0.141
H 3.094 -0.734 9.948 0.6 -0.5 0.5 -0.053
H 5.070 -2.281 9.821 0.5 -0.6 -0.1 0.313
H 5.427 -0.783 9.001 0.0 0.3 0.1 0.370
H 6.082 -2.529 7.693 0.0 0.0 0.1 0.316
H 2.740 -2.915 8.174 0.2 0.0 -0.1 0.320
C 0.302 4.237 16.291 -0.5 1.5 0.0 -0.498
C 0.609 4.557 14.773 1.5 -1.2 -0.2 0.326
O 0.744 5.869 14.255 -0.7 0.7 0.6 -0.546
O 0.654 5.341 17.129 -0.1 -0.1 -0.2 -0.548
H 0.786 3.359 16.721 0.4 -0.4 -0.9 0.233
H -0.755 4.072 16.496 -0.2 0.2 -0.4 0.379
H 0.004 3.974 14.079 -0.4 -0.3 0.3 0.358
H 1.633 4.246 14.567 0.0 -0.7 0.3 -0.310
H -0.115 6.280 14.132 -0.2 0.1 0.3 0.270
H 1.613 5.383 17.158 0.1 0.2 0.0 0.323
C -0.782 1.193 7.999 -0.2 0.4 -0.6 -0.167
C -0.256 2.197 6.891 0.5 -2.1 2.2 -0.336
O -0.805 3.443 7.193 0.3 1.5 -0.1 -0.390
O -2.189 1.010 7.845 0.6 0.0 -0.1 -0.542
H -0.610 1.628 8.984 0.2 0.4 -0.1 0.213
H -0.269 0.235 8.083 -0.1 -0.1 -0.7 0.222
H -0.306 1.823 5.868 -0.7 0.2 0.0 0.292
H 0.808 2.239 7.124 0.2 0.5 -0.1 0.070
H -1.759 3.543 7.146 -0.1 -0.6 -0.5 0.322
H -2.497 1.911 7.971 -0.7 -0.2 0.2 0.391
```
Forces are in eV/Å.


No. 2
The following is a DFT calculation (ωB97M-V/def2-TZVPD) of C28H46N3O7PdS2Si as an isolated structure.

The calculation puts the HOMO energy (alpha / beta) at -0.426 / -0.426 Ha. The calculation puts the relative energy (zero: lowest compared OMol25 entry of this formula, charge and spin) at 50.7 kJ/mol. As for the expectation value of S²: 6.015. Its spin multiplicity is 5. Its total charge is +1. As for the HOMO-LUMO gap (alpha / beta): 9.5 / 5.6 eV. For the strongest force on any atom, the calculation gives 1.15 eV/Å.

Structure (XYZ):
```
88
Properties=species:S:1:pos:R:3:forces:R:3:mulliken_charge:R:1
Pd 0.556 -1.276 -0.641 -0.5 -0.5 0.9 0.156
C 2.897 -2.913 -1.640 0.2 -0.1 0.2 -0.630
O 1.525 -2.986 -1.497 0.1 0.2 0.0 -0.237
H 3.340 -3.910 -1.578 0.0 0.0 -0.1 0.327
H 3.356 -2.213 -0.937 -0.1 0.1 0.0 0.253
H 3.081 -2.546 -2.665 -0.1 0.0 -0.1 0.305
C -1.877 -1.774 4.155 0.1 -0.1 0.0 -1.057
C -1.218 -3.138 4.347 0.0 0.1 0.0 -1.550
C 0.052 -3.329 3.497 0.0 0.0 0.0 2.630
C 0.539 -4.791 3.605 0.1 0.0 0.0 -1.400
C 1.870 -5.067 2.913 -0.1 0.0 0.0 -1.059
C 1.146 -2.436 4.059 0.0 0.0 0.0 -0.250
O 1.433 -2.394 5.226 0.0 0.0 0.0 -0.599
N 1.874 -1.685 3.137 0.0 0.0 -0.1 0.293
C 1.491 -1.510 1.841 0.0 -0.1 0.0 -0.061
O 2.172 -0.818 1.052 0.1 -0.1 -0.2 -0.604
N 0.353 -2.050 1.374 0.3 -0.1 -0.3 1.130
C -0.306 -3.063 2.031 -0.1 0.2 0.2 -1.221
O -1.175 -3.717 1.496 0.0 0.0 -0.1 -0.569
H -2.746 -1.683 4.806 0.0 0.0 0.0 0.542
H -2.217 -1.632 3.127 0.0 0.0 0.0 0.164
H -1.190 -0.962 4.409 0.0 0.0 0.0 0.238
H -1.914 -3.935 4.088 0.0 0.0 0.0 0.477
H -0.925 -3.260 5.389 0.0 -0.1 0.0 0.517
H -0.244 -5.411 3.168 0.0 0.0 0.0 0.480
H 0.609 -5.035 4.667 0.0 0.0 0.0 0.451
H 1.837 -4.782 1.856 0.0 0.0 0.0 0.129
H 2.103 -6.131 2.957 0.0 0.0 0.0 0.493
H 2.694 -4.532 3.388 0.0 0.0 0.0 0.291
H 2.674 -1.168 3.476 0.0 0.0 0.0 0.315
C -0.249 3.395 -4.263 0.0 0.0 0.1 -1.485
C -1.385 3.102 -3.293 0.0 0.1 -0.1 1.634
C -2.264 1.963 -3.788 0.1 0.0 0.0 -1.411
C -2.214 4.350 -3.039 0.0 0.0 0.0 -1.676
O -0.851 2.725 -1.999 0.0 -0.2 0.1 0.446
Si 0.445 1.921 -1.496 -0.1 0.1 0.0 -1.813
S 0.615 0.014 -2.568 0.0 0.3 -0.5 -0.457
O 1.797 2.738 -1.759 -0.1 0.0 -0.1 0.244
C 3.223 2.511 -1.841 0.1 0.0 0.1 1.733
C 3.717 1.939 -0.519 -0.1 0.0 0.0 -1.387
C 3.517 1.550 -2.983 -0.1 0.0 0.0 -1.293
C 3.834 3.873 -2.122 0.0 0.0 0.0 -1.795
O 0.186 1.380 0.021 0.0 0.0 -0.1 1.966
C -0.144 2.180 1.211 0.0 0.1 0.1 1.776
C -1.658 2.286 1.323 0.1 0.0 0.0 -1.521
C 0.432 1.423 2.393 0.0 0.0 0.0 -1.567
C 0.472 3.568 1.096 0.0 -0.1 -0.1 -1.548
H -0.659 3.710 -5.223 0.0 0.0 0.0 0.546
H 0.367 2.508 -4.432 0.0 0.0 0.0 0.194
H 0.387 4.192 -3.875 0.0 0.0 0.0 0.345
H -2.722 2.232 -4.740 0.0 0.0 0.0 0.533
H -3.053 1.747 -3.066 0.0 0.0 0.0 0.251
H -1.675 1.054 -3.942 0.0 0.0 0.0 0.272
H -2.690 4.679 -3.963 0.0 0.0 0.0 0.432
H -1.580 5.157 -2.668 0.0 0.0 0.0 0.388
H -2.990 4.148 -2.300 0.0 0.0 0.0 0.319
H 3.172 1.028 -0.257 0.0 0.0 0.0 0.048
H 3.592 2.663 0.286 0.0 0.0 0.0 0.303
H 4.778 1.699 -0.593 0.0 0.0 0.0 0.551
H 3.099 0.559 -2.774 0.1 0.0 0.0 -0.012
H 4.594 1.434 -3.104 0.0 0.0 0.0 0.510
H 3.097 1.918 -3.921 0.0 0.0 0.0 0.303
H 3.553 4.579 -1.341 0.0 0.0 0.0 0.370
H 3.481 4.257 -3.080 0.0 0.0 0.0 0.394
H 4.921 3.799 -2.154 0.0 0.0 0.0 0.408
H -2.101 1.303 1.479 0.0 0.0 0.0 0.194
H -2.082 2.741 0.426 0.0 0.0 0.0 0.123
H -1.911 2.907 2.183 0.0 0.0 0.0 0.553
H -0.050 0.447 2.491 0.0 0.1 0.0 -0.014
H 0.257 1.987 3.310 0.0 0.0 0.0 0.569
H 1.505 1.277 2.264 0.0 0.1 0.0 0.312
H 0.087 4.100 0.222 0.0 0.0 0.0 0.253
H 1.557 3.512 1.023 0.0 0.0 0.0 0.275
H 0.215 4.150 1.980 0.0 0.0 0.0 0.559
S -3.052 -4.209 -1.456 0.0 0.0 0.0 -0.239
C -1.473 -3.565 -1.474 0.0 -0.1 0.1 -0.418
N -1.369 -2.310 -1.180 0.1 0.4 -0.2 0.713
C -2.609 -1.743 -0.914 -0.1 -0.2 0.0 -1.208
C -2.853 -0.412 -0.587 0.0 0.0 -0.1 0.177
C -4.156 -0.022 -0.363 0.0 0.0 0.0 -1.278
C -5.212 -0.937 -0.461 0.0 0.0 0.0 -0.708
C -4.983 -2.256 -0.791 0.0 0.0 0.0 -0.511
C -3.667 -2.650 -1.019 0.1 0.0 0.0 0.867
H -0.615 -4.187 -1.681 0.0 0.0 0.0 0.436
H -2.031 0.289 -0.522 0.0 0.0 0.0 1.066
H -4.373 1.007 -0.106 0.0 0.0 0.0 0.462
H -6.225 -0.602 -0.281 0.0 0.0 0.0 0.426
H -5.799 -2.961 -0.877 0.0 0.0 0.0 0.434
```
Forces are in eV/Å.


No. 3
The following is a DFT calculation (ωB97M-V/def2-TZVPD) of C35H18BrClF4N6NaO4 as an isolated structure.

The calculation puts the HOMO energy at -0.195 Ha. The calculation puts the relative energy (zero: lowest compared OMol25 entry of this formula, charge and spin) at 89.7 kJ/mol. Its total charge is -1. As for the HOMO-LUMO gap: 4.0 eV. For the strongest force on any atom, the calculation gives 0.71 eV/Å.

Structure (XYZ):
```
70
Properties=species:S:1:pos:R:3:forces:R:3:mulliken_charge:R:1
Na 0.318 0.255 1.339 0.4 -0.3 -0.3 1.108
O -2.900 -3.800 -0.876 0.3 0.0 0.2 -0.761
C -3.588 -2.704 -0.471 0.1 0.1 -0.1 0.472
C -4.812 -2.446 -1.085 0.0 0.0 0.1 -0.646
C -5.557 -1.336 -0.725 0.0 0.0 0.0 -0.279
C -5.093 -0.472 0.258 0.0 0.0 0.0 -0.903
C -3.872 -0.737 0.862 0.0 0.0 0.0 -0.434
C -3.095 -1.835 0.513 0.0 -0.1 0.0 0.147
C -1.714 -1.941 1.157 0.1 0.1 0.0 0.458
O -0.751 -1.342 0.481 -0.4 -0.2 -0.2 -0.900
N -1.399 -3.498 1.351 -0.1 -0.1 -0.1 -0.231
N -0.031 -3.669 1.498 0.1 0.0 -0.1 -0.915
C 0.571 -3.458 0.394 0.1 0.0 0.1 0.349
C 2.036 -3.333 0.337 -0.1 0.1 0.1 -0.328
Br 2.756 -1.988 1.483 0.1 0.0 0.0 -0.192
C 2.863 -3.942 -0.509 0.0 -0.1 -0.1 -0.894
C 2.474 -4.983 -1.477 0.0 0.0 0.1 0.757
C 1.396 -5.846 -1.269 0.0 0.0 0.0 -0.308
C 1.068 -6.802 -2.217 0.0 0.0 0.0 -0.677
C 1.814 -6.924 -3.381 0.0 0.0 0.0 -0.388
C 2.898 -6.084 -3.591 0.0 0.0 0.0 -0.469
C 3.225 -5.126 -2.645 0.0 0.0 0.0 -0.543
H -2.175 -3.919 -0.202 -0.3 0.0 -0.1 0.478
H -5.158 -3.135 -1.845 0.0 0.0 0.0 0.407
H -6.504 -1.145 -1.216 0.0 0.0 0.0 0.347
H -5.672 0.395 0.548 0.0 0.0 0.0 0.403
H -3.485 -0.068 1.624 0.0 0.0 0.0 0.383
H -1.817 -1.577 2.196 0.0 0.0 0.0 0.308
H -1.819 -3.766 2.234 0.0 0.0 0.0 0.302
H 0.046 -3.349 -0.552 0.0 0.0 0.0 0.632
H 3.905 -3.645 -0.520 0.0 0.0 0.0 0.372
H 0.821 -5.770 -0.357 0.0 0.0 0.0 0.527
H 0.226 -7.459 -2.042 0.0 0.0 0.0 0.382
H 1.554 -7.672 -4.119 0.0 0.0 0.0 0.367
H 3.488 -6.172 -4.494 0.0 0.0 0.0 0.361
H 4.069 -4.468 -2.813 0.0 0.0 0.0 0.360
Cl -1.451 6.338 5.394 0.0 0.0 0.0 -0.266
C -0.807 5.124 4.311 0.0 0.0 0.0 0.080
C 0.228 5.462 3.430 0.0 0.0 0.0 -0.877
C 0.739 4.531 2.566 0.0 0.0 0.0 -0.334
C 0.253 3.184 2.506 -0.1 0.0 0.0 0.261
O 0.706 2.349 1.661 0.2 0.4 -0.1 -0.330
C -0.781 2.870 3.454 0.0 -0.1 0.0 0.907
C -1.316 1.530 3.603 0.1 0.1 0.0 -0.452
O -0.919 0.516 3.053 -0.4 0.1 0.6 -0.616
C -1.295 3.847 4.319 0.0 0.0 0.0 -0.785
H 0.623 6.471 3.440 0.0 0.0 0.0 0.435
H 1.541 4.815 1.897 0.0 0.0 0.0 0.283
H -2.166 1.454 4.312 0.0 0.0 0.0 0.242
H -2.088 3.574 5.007 0.0 0.0 0.0 0.347
F 2.051 1.030 -0.621 0.1 0.1 0.0 -0.446
C 1.784 2.270 -1.004 -0.1 0.1 0.1 0.051
C 0.847 2.460 -1.941 0.0 0.0 -0.1 0.648
F 0.226 1.412 -2.459 0.0 0.0 0.0 -0.309
C 0.467 3.781 -2.418 0.1 0.0 0.1 0.026
C 1.130 4.878 -1.731 0.0 0.0 0.0 0.369
C 2.079 4.687 -0.808 0.0 -0.1 0.0 -0.008
F 2.636 5.748 -0.238 0.0 0.0 0.0 -0.368
C 2.520 3.365 -0.387 -0.1 0.0 -0.1 0.433
C 3.529 3.183 0.497 0.1 0.0 0.1 1.714
C 3.952 1.907 1.001 0.0 0.1 -0.1 -0.313
N 4.404 0.955 1.456 0.0 -0.1 0.0 -0.525
C 4.301 4.263 1.054 0.0 -0.1 -0.1 -0.194
N 4.987 5.069 1.498 0.0 0.0 0.1 -0.580
F 0.781 6.121 -2.044 0.0 -0.1 0.0 -0.315
C -0.423 3.976 -3.426 -0.1 0.0 0.0 1.142
C -1.056 2.912 -4.159 0.1 0.1 0.0 -0.100
N -1.576 2.138 -4.829 0.0 0.0 0.0 -0.510
C -0.812 5.274 -3.909 0.0 -0.1 0.1 -0.120
N -1.180 6.267 -4.354 0.0 0.0 0.0 -0.539
```
Forces are in eV/Å.


No. 4
The following is a DFT calculation (ωB97M-V/def2-TZVPD) of a 2-piece molecular cluster, C12H16BCl3N4O overall.

The calculation puts the HOMO energy at -0.302 Ha. Its total charge is 0. As for the HOMO-LUMO gap: 6.1 eV. For the strongest force on any atom, the calculation gives 2.99 eV/Å.

Structure (XYZ):
```
37
Properties=species:S:1:pos:R:3:forces:R:3:mulliken_charge:R:1
Cl 3.651 -2.032 1.498 -0.2 0.4 0.2 -0.304
B 2.882 -0.396 1.858 1.5 0.5 -0.4 0.665
Cl 3.359 0.297 3.518 -0.3 -0.2 -0.4 -0.305
Cl 3.307 0.862 0.500 0.0 -0.4 0.6 -0.287
O 1.413 -0.614 1.817 -2.4 1.3 0.4 -0.283
C 0.524 0.312 1.930 1.4 -1.6 0.2 -0.289
C -0.850 -0.052 2.062 -1.0 -0.3 -0.1 0.687
C -1.843 0.965 2.055 0.6 -0.7 1.2 -0.916
C -3.187 0.623 2.094 0.0 -0.1 0.2 -0.235
C -3.569 -0.727 2.153 0.6 0.2 -0.2 -0.382
C -2.595 -1.737 2.144 0.0 -0.1 0.0 -0.593
C -1.244 -1.415 2.103 0.1 0.5 -0.1 -0.195
H 0.844 1.358 1.946 0.0 -0.1 -0.1 0.349
H -1.493 1.989 2.179 -0.3 -0.1 -0.4 0.397
H -3.945 1.408 2.076 0.2 -0.3 0.1 0.449
H -4.627 -0.982 2.203 0.3 0.0 0.0 0.395
H -2.891 -2.791 2.170 0.1 0.5 0.0 0.386
H -0.469 -2.185 2.107 -0.3 0.2 -0.1 0.485
N -3.174 2.579 -0.175 2.6 -1.3 -0.7 -0.852
N -2.175 2.055 -0.393 -2.3 1.3 0.6 0.480
N -1.101 1.454 -0.475 -1.0 0.8 -0.4 0.344
C -0.500 1.575 -1.812 0.7 -0.3 -0.8 -1.133
C 0.715 0.668 -1.764 1.3 1.2 0.6 0.977
C 1.517 0.511 -3.066 -0.5 -0.2 0.3 -0.775
C 2.194 -0.866 -2.892 0.1 0.0 0.3 -0.519
C 1.403 -1.600 -1.776 0.4 -0.4 0.0 -0.347
N 0.398 -0.648 -1.365 -1.5 -1.2 -0.2 -0.314
H -1.187 1.235 -2.610 0.1 0.1 0.4 0.474
H -0.181 2.613 -2.013 -0.2 -0.3 0.1 0.315
H 1.413 1.083 -1.003 -0.4 0.4 -0.5 -0.363
H 0.829 0.506 -3.922 0.1 0.0 0.1 0.328
H 2.237 1.324 -3.187 -0.1 -0.1 -0.1 0.322
H 2.175 -1.441 -3.820 0.2 0.1 0.1 0.310
H 3.231 -0.736 -2.563 -0.2 -0.1 -0.2 0.263
H 0.927 -2.510 -2.167 0.1 0.1 0.1 0.406
H 2.066 -1.897 -0.942 -0.1 0.1 -0.4 -0.023
H -0.055 -0.788 -0.467 0.4 0.1 -0.4 0.083
```
Forces are in eV/Å.